No. 1
This record from the OMol25 dataset describes C13H14F3IN2O3PtS as an isolated structure. The level of theory is wB97M-V/def2-TZVPD.

Total energy   -1953.668523 a.u.
Maximum force   12.67 eV/Å
Expectation value of S²   2.008
Multiplicity   3

Element x y z (Å)
C  3.5993  4.2748  0.9845
C  4.7831  3.3762  0.6142
H  3.2758  4.8773  0.1287
H  3.8623  4.9631  1.7952
H  2.7403  3.6819  1.3174
H  4.4768  2.5798  -0.0729
H  5.5784  3.9494  0.1252
H  5.2137  2.9014  1.5025
C  -2.7977  1.0868  -0.8320
C  -4.0080  1.0205  -1.5125
C  -4.2590  -0.0783  -2.3328
C  -3.2911  -1.0698  -2.4424
H  -2.5367  1.9142  -0.1762
H  -4.7343  1.8181  -1.3968
H  -5.1931  -0.1637  -2.8793
H  -3.4673  -1.9321  -3.0752
N  -1.8601  0.1310  -0.9352
C  -2.0930  -0.9444  -1.7313
C  -1.0110  -1.9401  -1.7833
N  0.0945  -1.6652  -1.0293
C  1.1173  -2.5415  -1.0380
C  -0.0235  -4.0050  -2.5531
C  1.0996  -3.7138  -1.7796
H  1.9676  -2.2724  -0.4218
H  1.9543  -4.3808  -1.7459
C  -1.0829  -3.1068  -2.5500
H  -1.9675  -3.3097  -3.1424
H  -0.0739  -4.9125  -3.1462
Pt  0.0412  0.0988  0.0473
I  -0.1691  2.3267  1.3350
F  0.2718  -0.2051  5.4495
C  0.6481  -0.1257  4.1219
F  1.1587  1.1303  3.8700
F  1.6240  -1.0713  3.8770
S  -0.7945  -0.4705  3.0607
O  -1.5076  -1.6286  3.7751
O  -1.9501  0.5406  3.1007
O  -0.6871  -1.1345  1.4706

Löwdin charges in e:
1 C -0.18
2 C -0.18
3 H 0.06
4 H 0.06
5 H 0.00
6 H 0.06
7 H 0.06
8 H 0.06
9 C -0.11
10 C -0.02
11 C -0.03
12 C 0.01
13 H 0.04
14 H 0.12
15 H 0.12
16 H 0.11
17 N -0.05
18 C -0.19
19 C -0.18
20 N -0.10
21 C -0.09
22 C -0.03
23 C -0.03
24 H 0.12
25 H 0.11
26 C 0.01
27 H 0.11
28 H 0.12
29 Pt 0.77
30 I 0.36
31 F 0.12
32 C -0.58
33 F 0.01
34 F 0.10
35 S 0.68
36 O -0.37
37 O -0.45
38 O -0.59

=====

No. 2
This record from the OMol25 dataset describes C13H14FMnN as an isolated structure. The level of theory is wB97M-V/def2-TZVPD.

Total energy   -1809.145764 a.u.
Net charge   -1
Maximum force   3.13 eV/Å
Expectation value of S²   6.182
Multiplicity   5

Element x y z (Å)
C  1.6204  -1.3812  -0.4437
C  1.0253  -0.6550  -1.5392
C  -0.3855  -0.9065  -1.5233
C  -0.6771  -1.7385  -0.4510
C  0.5307  -2.0712  0.2809
Mn  0.3980  0.0869  0.4448
N  0.2560  -1.0490  2.1157
C  1.3076  1.7704  0.5130
C  0.6056  1.7248  -0.7786
H  -1.0933  -0.5683  -2.2898
H  1.5650  -0.2105  -2.3659
H  -1.6524  -2.2111  -0.2538
H  0.6627  -2.9497  0.9181
H  2.6827  -1.5691  -0.2867
H  1.2077  1.8090  -1.6936
H  0.8639  2.3168  1.3639
H  0.8879  -0.3389  2.5390
H  -0.2406  2.4089  -0.9030
H  2.3832  1.5169  0.6183
F  -5.4934  1.2997  2.1015
C  -4.2488  0.9741  1.6314
C  -3.8246  1.4772  0.4001
C  -2.5121  1.1871  -0.0438
C  -1.6633  0.4565  0.7654
C  -2.1180  -0.0815  1.9469
C  -3.4263  0.1718  2.4332
H  -4.4951  2.0768  -0.1997
H  -2.1769  1.5572  -1.0200
H  -1.4147  -0.7117  2.5395
H  -3.7434  -0.2222  3.3719

Löwdin charges in e:
1 C -0.18
2 C -0.22
3 C -0.16
4 C -0.18
5 C -0.24
6 Mn 0.46
7 N -0.15
8 C -0.26
9 C -0.25
10 H 0.11
11 H 0.10
12 H 0.12
13 H 0.10
14 H 0.10
15 H 0.05
16 H 0.05
17 H -0.06
18 H 0.04
19 H 0.05
20 F -0.01
21 C -0.30
22 C -0.04
23 C -0.12
24 C -0.18
25 C -0.13
26 C -0.02
27 H 0.09
28 H 0.08
29 H 0.04
30 H 0.09

=====

No. 3
This record from the OMol25 dataset describes C13H14MnN4O4 as an isolated structure. The level of theory is wB97M-V/def2-TZVPD.

Maximum force   0.75 eV/Å
Energy above the lowest of the compared OMol25 structures with the same formula, charge and spin   19.5 kcal/mol
Expectation value of S²   0.770
Multiplicity   2

Element x y z (Å)
Mn  0.3423  0.5558  1.1608
N  -0.5868  -0.6736  2.5091
C  -0.5781  0.0335  3.8013
C  -1.0370  1.4607  3.4725
O  -1.8275  2.0657  4.1780
N  -0.4883  1.8625  2.3105
C  -0.9621  3.1023  1.7338
C  -0.8542  2.9747  0.2240
O  -1.1466  3.8732  -0.5327
O  -0.4107  1.7976  -0.1545
H  -1.5450  -0.9166  2.2807
H  -0.0459  -1.5313  2.5486
H  0.4460  0.0476  4.1696
H  -1.2397  -0.4215  4.5356
H  -0.3816  3.9681  2.0607
H  -1.9991  3.2939  2.0151
N  1.9836  0.7265  -0.5935
C  1.7094  -0.2092  -1.6305
C  2.5153  -0.3900  -2.7200
C  2.1735  -1.2959  -3.7440
C  1.0047  -1.9939  -3.6813
C  0.1398  -1.8297  -2.5747
C  -1.1050  -2.4894  -2.4854
C  -1.9068  -2.2617  -1.4093
C  -1.4417  -1.4084  -0.3941
N  -0.2806  -0.8018  -0.4172
C  0.5085  -0.9591  -1.5246
H  1.8762  1.6832  -0.9111
H  2.8743  0.5809  -0.1372
H  3.4252  0.1920  -2.7971
H  2.8368  -1.4141  -4.5902
H  0.7142  -2.6724  -4.4734
H  -1.4086  -3.1522  -3.2864
H  -2.8812  -2.7170  -1.3080
H  -2.0821  -1.2202  0.4567
O  1.6587  0.1399  1.9080

Löwdin charges in e:
1 Mn 0.74
2 N -0.03
3 C -0.12
4 C -0.53
5 O 0.04
6 N -0.05
7 C -0.10
8 C -0.60
9 O 0.06
10 O -0.15
11 H 0.10
12 H 0.11
13 H 0.12
14 H 0.12
15 H 0.13
16 H 0.13
17 N 0.06
18 C -0.21
19 C 0.00
20 C -0.06
21 C -0.03
22 C -0.14
23 C 0.01
24 C -0.03
25 C -0.09
26 N 0.07
27 C -0.12
28 H 0.11
29 H 0.10
30 H 0.12
31 H 0.11
32 H 0.12
33 H 0.12
34 H 0.11
35 H 0.11
36 O -0.33

=====

No. 4
This record from the OMol25 dataset describes C13H14N4O2Pd as an isolated structure. The level of theory is wB97M-V/def2-TZVPD.

Maximum force   0.15 eV/Å
Energy above the lowest of the compared OMol25 structures with the same formula, charge and spin   15.9 kcal/mol

Element x y z (Å)
Pd  1.0108  -0.0341  -0.6368
N  3.8680  3.4278  -0.3151
C  2.8508  2.5331  -0.2230
O  2.8105  1.6956  0.6587
C  1.7407  2.6874  -1.2484
C  1.3514  1.3995  -1.9542
H  4.6240  3.3568  0.3444
H  3.9406  4.0753  -1.0768
H  2.0182  3.4284  -2.0054
H  0.8846  3.0926  -0.7051
H  2.1225  1.0432  -2.6319
H  0.4115  1.5262  -2.4940
C  -2.2908  1.9547  1.5688
C  -1.4695  0.8481  0.9749
O  -0.5014  1.1521  0.2815
C  -1.8290  -0.5643  1.2558
C  -2.5393  -0.8948  2.4109
C  -2.8258  -2.2191  2.6979
C  -2.4258  -3.2220  1.8237
C  -1.7463  -2.9004  0.6567
C  -1.4498  -1.5778  0.3744
H  -1.9594  2.9046  1.1597
H  -2.1569  1.9721  2.6520
H  -3.3512  1.8000  1.3705
H  -2.8519  -0.1241  3.1024
H  -3.3595  -2.4694  3.6048
H  -2.6486  -4.2567  2.0488
H  -1.4451  -3.6784  -0.0332
H  -0.9426  -1.3342  -0.5549
N  0.6399  -5.0925  -2.8744
C  1.2380  -4.1135  -3.0237
N  1.9385  -3.0125  -3.2652
C  2.0714  -2.1308  -2.3633
N  2.2712  -1.2730  -1.5807

Löwdin charges in e:
1 Pd 0.80
2 N 0.16
3 C -0.56
4 O 0.02
5 C -0.18
6 C -0.22
7 H 0.11
8 H 0.10
9 H 0.11
10 H 0.11
11 H 0.05
12 H 0.06
13 C 0.01
14 C -0.33
15 O -0.04
16 C -0.16
17 C -0.03
18 C -0.06
19 C -0.06
20 C -0.05
21 C -0.04
22 H 0.09
23 H 0.10
24 H 0.10
25 H 0.11
26 H 0.11
27 H 0.11
28 H 0.12
29 H 0.08
30 N 0.08
31 C -0.41
32 N 0.06
33 C -0.36
34 N 0.00